Entry 1:
A cluster of 2 separate species, C4H11IN in total in a non-equilibrium geometry. Source: the OMol25 dataset; level of theory: ωB97M-V/def2-TZVPD.

XYZ file:
```
17
Properties=species:S:1:pos:R:3:forces:R:3
C 1.572580 -0.185012 1.335336 0.2531 1.0100 2.9625
C -0.954642 -0.677843 1.468114 -2.1675 -1.4975 3.4580
C -0.180403 1.307483 -1.123255 0.8875 0.9309 1.0942
C 0.302469 -0.643905 0.762441 0.2372 0.8420 -1.2495
N -0.695145 0.511225 -2.226147 0.9634 -0.5094 -0.2252
I 0.539612 -2.187192 -0.648701 -0.0755 -0.0683 0.0922
H 2.425454 -0.245483 0.701927 0.5124 -0.3922 -0.6767
H 1.840723 -0.798107 2.331944 -0.6840 1.3087 -2.0207
H 1.506964 0.923554 1.609726 -0.1195 -1.4684 0.0511
H -0.933445 -1.590394 2.195906 0.1427 1.0317 -1.1297
H -1.836753 -0.854792 0.905876 -0.4444 -0.6793 -1.3255
H -1.451309 0.053017 2.170014 1.9322 0.4300 -0.6106
H -0.604584 2.320597 -1.041796 -0.0952 -0.8214 0.1790
H 0.893634 1.246221 -0.980922 -0.2015 0.0400 -0.4428
H -1.431339 -0.076772 -1.869974 -0.4956 -0.7220 0.0305
H 0.074436 -0.092552 -2.555802 -0.5640 -0.0869 0.0876
H -1.068252 0.989955 -3.034686 -0.0815 0.6520 -0.2743
```
Forces are in eV/Å.

- Total charge: +1


Entry 2:
A structure of composition C22H27F3N8S2Ti. Source: the OMol25 dataset; level of theory: ωB97M-V/def2-TZVPD.

XYZ file:
```
63
Properties=species:S:1:pos:R:3:forces:R:3
Ti 0.183615 0.432748 0.219282 -0.1056 0.3147 -0.3503
C 3.217837 -0.815046 -5.139749 0.0719 -0.0285 -0.0282
C 1.711605 -0.767691 -4.961368 -0.1288 0.0304 0.0522
N 1.295305 0.276929 -4.018576 -0.0044 -0.0296 0.0564
C 1.259292 0.117777 -2.700725 0.1267 0.0379 -0.2261
S 0.883048 1.555346 -1.747916 -0.0963 -0.2281 0.2457
N 1.502481 -1.054759 -2.163751 -0.0883 0.2277 0.3958
N 1.454007 -0.944552 -0.792891 0.0590 -0.3896 -0.2944
C 2.006989 -1.881405 -0.099185 0.0621 -0.0594 0.2709
C 2.605665 -3.118932 -0.666724 0.0592 0.0527 -0.0462
C 2.092692 -1.602628 1.354200 -0.0538 0.0062 -0.2110
C 2.754967 -2.422510 2.245411 0.0036 0.0314 0.1120
C 2.904992 -1.993746 3.560931 0.0229 -0.0571 -0.0449
C 2.390950 -0.766615 3.934218 -0.0503 0.0837 -0.0117
C 1.704724 -0.019458 2.989513 -0.0116 -0.0272 0.0236
N 1.552747 -0.428327 1.733038 -0.0254 -0.0139 -0.0859
H 3.482839 -1.590049 -5.858490 -0.0066 -0.0027 0.0086
H 3.601753 0.133372 -5.515353 -0.0168 0.0062 0.0011
H 3.715098 -1.040205 -4.196151 -0.0133 0.0015 0.0065
H 1.203826 -0.554774 -5.900988 0.0440 -0.0060 -0.0199
H 1.326350 -1.715071 -4.587897 0.0202 -0.0045 0.0016
H 1.147454 1.208984 -4.370502 -0.0192 0.0074 -0.0148
H 2.660214 -3.058044 -1.747621 -0.0210 -0.0020 -0.0070
H 3.603099 -3.285720 -0.260541 0.0151 0.0092 -0.0270
H 1.991882 -3.979837 -0.385404 0.0107 -0.0011 -0.0010
H 3.162587 -3.369024 1.923952 0.0054 -0.0007 -0.0013
H 3.431520 -2.610658 4.276749 0.0013 -0.0018 -0.0039
H 2.508011 -0.382569 4.937215 0.0093 -0.0215 0.0064
H 1.259953 0.933615 3.239881 0.0116 0.0044 0.0049
F -3.685862 2.039305 -2.933925 0.0150 0.0491 -0.0081
C -4.267672 0.987165 -2.346316 0.0240 -0.0229 0.0556
F -4.896716 1.427615 -1.247075 -0.0071 0.0201 0.0018
F -5.186567 0.504379 -3.182568 -0.0224 -0.0060 -0.0093
C -3.244169 -0.065131 -1.994704 -0.0622 -0.1865 0.0682
C -3.286547 -1.318039 -2.558159 0.0236 -0.0654 -0.0402
C -2.310013 -2.273395 -2.240749 -0.0306 0.0542 0.0019
C -1.303067 -1.919683 -1.386095 -0.1010 0.1273 0.0269
N -1.271518 -0.695188 -0.812902 0.1918 -0.2264 -0.1091
C -2.225100 0.211138 -1.072806 -0.0841 0.3466 -0.0236
S -1.934263 1.676880 -0.213399 0.1240 -0.1082 -0.0230
H -4.076858 -1.559060 -3.256585 0.0066 -0.0171 -0.0011
H -2.335739 -3.262101 -2.673611 -0.0069 0.0033 -0.0100
H -0.500574 -2.596205 -1.132081 0.0019 -0.0200 -0.0121
C -0.628103 4.927760 2.869117 0.0658 -0.0650 -0.1106
N 0.183196 4.570184 1.693261 0.1843 0.1029 -0.1352
C 0.669998 5.652628 0.809442 -0.0484 -0.1173 0.1296
C 0.449011 3.347785 1.404872 -0.1640 -0.0600 -0.0313
N 0.685674 2.238965 1.130318 -0.0197 0.1759 0.3251
H -1.518508 5.455430 2.532826 -0.0114 0.0132 0.0354
H -0.037218 5.565314 3.523683 -0.0275 0.0121 0.0200
H -0.915493 4.022263 3.395947 -0.0223 0.0182 0.0238
H -0.185176 6.146488 0.352525 0.0159 0.0314 -0.0080
H 1.307825 5.225615 0.040701 -0.0045 0.0288 -0.0215
H 1.241444 6.358243 1.408735 -0.0029 0.0268 -0.0232
C -2.929480 -2.498059 3.846454 -0.0090 -0.0594 0.0076
C -2.675825 -0.990725 3.880433 0.1449 0.2373 -0.2668
C -1.808751 -0.540245 2.784006 -0.1637 -0.0755 0.1966
N -1.133705 -0.180733 1.930786 0.1414 -0.0975 0.0725
H -3.529589 -2.770306 4.711602 -0.0064 -0.0068 -0.0098
H -1.997071 -3.058361 3.887988 0.0031 0.0038 0.0090
H -3.474774 -2.785166 2.949604 0.0096 0.0072 -0.0097
H -2.190521 -0.679807 4.807563 -0.0183 -0.0337 0.0223
H -3.603741 -0.422134 3.790551 -0.0212 -0.0297 0.0442
```
Forces are in eV/Å.

- Total charge: +2


Entry 3:
A structure of composition C45H105N5O10 in a non-equilibrium geometry. Source: the OMol25 dataset; level of theory: ωB97M-V/def2-TZVPD.

XYZ file:
```
165
Properties=species:S:1:pos:R:3:forces:R:3
C 3.475176 6.107076 1.213155 -2.1098 -0.8395 -0.6224
C 3.598456 5.092485 0.084880 7.4080 5.7038 0.8978
O 4.271623 5.754781 -1.006346 -0.5854 1.0796 -0.1451
H 2.716354 6.808764 0.866850 0.1671 0.6590 0.5399
H 4.392997 6.552085 1.597435 -0.0768 -0.0802 -0.4213
H 3.001692 5.431086 1.925165 0.3899 1.5489 0.8655
H 2.762838 4.431518 -0.145229 5.7988 7.2586 0.8583
H 4.438345 4.482621 0.417663 -0.4582 0.0416 -0.1149
H 3.846158 5.551329 -1.842518 0.0052 -0.2103 -0.0879
C 1.527010 1.012794 4.179518 -0.6166 -0.4822 0.5738
C 0.182117 1.625871 4.604112 1.7012 0.8977 0.3789
O -0.151646 1.281608 5.943551 -0.3560 -0.2217 -0.1411
H 1.925797 1.555335 3.322364 -0.1936 -0.5235 -0.0802
H 1.379821 -0.060077 4.055536 0.3053 0.0391 -0.3257
H 2.267565 1.088520 4.975730 -0.1416 0.3077 0.3169
H -0.659986 1.444049 3.936361 0.1439 -0.2352 0.0956
H 0.432701 2.686681 4.605100 -0.6881 0.4582 -0.3041
H 0.434442 1.823187 6.477219 -0.0780 -0.1663 0.2931
C -3.613368 -3.347696 2.309722 0.1255 0.6443 1.7011
C -2.580690 -2.455093 3.160958 -2.0682 -2.0105 0.6785
O -1.377355 -2.521582 2.515241 0.7000 -6.1604 3.0894
H -4.550018 -3.526408 2.837783 0.2846 -0.0290 0.1861
H -3.229626 -4.361243 2.193311 0.5646 0.1923 -0.4158
H -3.886618 -2.862354 1.372772 0.1837 -0.5588 0.1122
H -2.444705 -2.890214 4.151048 -0.3763 -0.2314 0.2305
H -2.795067 -1.406745 3.368599 -0.3669 -0.3219 -0.5165
H -0.983901 -3.389963 2.628025 0.1215 -0.5235 0.0329
C 4.881855 2.025139 -3.632709 0.3564 0.1804 0.9142
C 4.158154 1.383285 -2.437910 -0.8661 1.6458 0.7361
C 4.676571 0.005819 -2.269621 0.8024 -2.9181 0.2052
C 5.979000 -0.219864 -1.512450 0.5923 0.7439 -1.4643
C 5.867670 0.458756 -0.210977 -0.3467 1.3851 1.9086
C 5.374056 1.958692 -0.212141 0.7566 1.8354 -0.1465
N 4.260608 2.147127 -1.137305 0.6050 -3.2726 -0.3137
O 3.733414 3.419544 -1.171014 2.2807 -3.5019 -2.7158
C 4.861218 2.389093 1.286758 4.7783 -2.3645 -1.5592
C 6.573851 2.834786 -0.692816 0.4172 0.3310 0.4286
C 2.652807 1.241038 -2.649931 0.9359 -0.6978 -1.1143
H 5.927225 1.763513 -3.468873 0.1856 0.0282 -0.6246
H 4.842455 3.114333 -3.618665 -0.3119 0.0146 -0.0387
H 4.509706 1.634625 -4.579866 0.1013 -0.0119 0.0318
H 4.042101 -0.696402 -1.728850 -0.7622 0.8510 -0.0037
H 4.675609 -0.491012 -3.239807 0.3251 0.2575 -0.3960
H 6.882225 0.147314 -1.999758 -0.0792 0.5252 -0.4881
H 6.285478 -1.258528 -1.388556 -0.6930 -0.3541 0.1049
H 6.872773 0.435170 0.210128 -0.1394 0.2327 0.6049
H 5.188557 -0.061888 0.464172 0.0573 -0.2215 0.0520
H 5.743526 2.437418 1.924954 0.2173 -0.7374 0.1970
H 4.422627 3.379252 1.410540 7.5525 -0.8590 -0.4141
H 4.160361 1.590724 1.530696 0.5787 0.7353 0.8110
H 7.455001 2.730797 -0.059692 0.0979 -0.4025 0.1385
H 6.874444 2.601965 -1.714355 -0.0682 -0.3925 0.0335
H 6.447972 3.917114 -0.721546 -0.8261 0.0785 0.1491
H 2.466575 0.455075 -3.381822 0.1151 -0.1661 -0.1378
H 2.185900 2.137463 -3.057985 0.3692 0.0056 0.4395
H 2.244056 0.887420 -1.703367 -0.1029 0.2780 -0.8440
H 2.843830 3.192791 -0.890278 -0.0234 -1.3896 -0.7143
C -5.537482 -1.127194 2.968199 -0.6329 0.2745 -1.1389
C -5.884627 -0.082082 1.784924 0.7202 0.2996 1.2372
C -4.687574 0.003788 0.746941 -12.0603 1.8117 -0.2079
C -5.021034 0.681422 -0.554220 -1.9759 -0.2959 -0.1733
C -6.337351 0.151868 -1.169956 0.2388 0.2853 1.4207
C -7.529693 0.230952 -0.123534 -0.7530 -0.0193 -0.9895
N -7.176243 -0.448161 1.113768 3.7948 0.0104 -0.4384
O -8.210631 -0.614863 2.014248 -0.7105 0.1972 0.3295
C -8.076416 1.720937 0.003261 0.1250 -0.9399 0.3667
C -8.670052 -0.631430 -0.734549 -0.3242 1.7868 -1.4544
C -5.886035 1.304206 2.486432 -1.2113 0.0157 -0.3088
H -4.644546 -0.848588 3.527793 -0.0897 0.4393 -0.1688
H -5.341375 -2.146225 2.634709 -0.6311 0.7830 -0.3144
H -6.331835 -1.213772 3.709548 -0.2359 0.3611 -0.1495
H -3.875557 0.632799 1.111728 -12.8805 2.5060 -1.9421
H -4.205159 -0.964960 0.616910 -6.2008 1.0088 -1.0577
H -4.200111 0.529150 -1.254932 -0.5334 0.7132 0.1299
H -5.138435 1.736197 -0.305673 -0.0686 0.3419 -0.4834
H -6.253630 -0.891497 -1.474088 0.1560 -0.1960 0.4255
H -6.456958 0.669567 -2.121674 -0.9056 0.3622 0.1729
H -7.396396 2.455148 0.435247 0.3919 -0.1818 -0.4661
H -8.421776 2.018774 -0.986752 0.1342 0.2544 0.0876
H -8.921022 1.777968 0.689910 -0.2692 -0.3856 -0.0820
H -9.021780 0.058020 -1.502045 -0.8251 0.1991 -0.0344
H -8.408672 -1.423244 -1.436549 0.5786 -0.6961 0.9168
H -9.519253 -0.854835 -0.088761 0.2931 -0.0948 0.0354
H -5.079788 1.458936 3.203446 0.3818 -0.1344 -0.3746
H -6.786022 1.477264 3.076510 -0.2890 -0.1395 -0.0229
H -5.892873 2.048343 1.689983 0.3234 0.3172 0.3525
H -8.377296 -1.551764 1.887537 -0.4049 -0.1103 0.3862
C -0.303633 -4.663583 -1.531194 0.5651 -0.1791 1.8286
C 1.080139 -5.002191 -0.877237 0.3639 -0.7295 0.0167
C 2.060520 -5.376978 -2.028886 1.9116 0.5473 0.8002
C 3.563745 -5.412096 -1.538164 -1.2941 0.3061 -1.4265
C 3.987382 -4.047423 -0.973192 0.1863 -3.0980 -0.8277
C 3.080630 -3.559597 0.059908 -1.3460 1.3650 1.9527
N 1.585092 -3.752956 -0.288517 0.8143 1.1886 -0.1538
O 0.670368 -3.229831 0.767420 1.3775 -1.8280 -0.8746
C 3.315375 -4.105384 1.492192 -0.3257 0.2597 -1.2543
C 3.412254 -2.036479 0.123544 -1.1045 0.0986 -0.0240
C 1.115661 -6.283793 0.078287 -0.5238 0.7950 0.2664
H -0.315723 -3.597728 -1.759012 0.4185 -0.2158 -1.0031
H -1.072233 -4.654992 -0.758362 -0.2334 -0.7063 0.0688
H -0.513956 -5.386670 -2.319240 -0.2242 0.4184 -0.0978
H 1.862339 -6.368327 -2.436379 -0.5097 0.1520 -0.0659
H 2.087267 -4.622391 -2.815006 -0.6497 0.0134 -0.1532
H 4.204660 -5.492455 -2.416159 -0.1102 -0.6030 -0.2087
H 3.697702 -6.322173 -0.953425 0.3946 0.4362 0.4805
H 4.099638 -3.362691 -1.813812 0.0677 0.0703 0.0766
H 4.937372 -4.314650 -0.510342 0.3679 0.9256 0.0082
H 3.051699 -5.159206 1.581812 -0.2712 0.2004 0.1577
H 4.350802 -4.006930 1.818215 -0.1030 0.4519 0.0952
H 2.604246 -3.401705 1.924906 0.2930 -0.8057 1.4953
H 2.792142 -1.490250 -0.587223 -0.0387 -0.2772 -0.3404
H 3.137619 -1.557831 1.063535 0.5762 -0.2973 0.2858
H 4.437875 -1.793735 -0.154410 -0.0094 -0.5316 0.4300
H 2.132903 -6.565369 0.350343 0.0461 -0.1200 -0.6052
H 0.579178 -7.134272 -0.342410 0.2127 0.0087 -0.3881
H 0.682468 -6.182759 1.073398 -0.4756 0.7028 -0.0482
H 0.661450 -2.286073 0.591821 -0.4730 -0.1697 -0.3794
C -4.596525 -0.750949 -3.733344 0.4686 1.2994 -0.3466
O -3.591077 0.257275 -4.010932 0.9808 -1.7032 0.4054
C -2.393999 0.008591 -3.219873 0.1474 1.9631 -0.7440
C -1.334017 1.148945 -3.515880 -0.9520 -0.2416 0.5699
N -0.104464 0.948775 -2.774635 -0.6695 -0.4687 0.0091
C -0.273229 1.308533 -1.327254 0.8721 -1.8151 -2.9931
C -0.073005 2.736612 -1.149806 -0.2641 1.7524 0.7022
O 1.284396 3.101101 -1.308753 -0.9912 -0.2065 -1.2471
C 1.498715 4.491306 -1.477479 -1.6752 -0.3854 0.1498
H -5.418394 -0.396846 -4.355625 -0.3636 -0.3333 0.3918
H -4.817285 -0.758322 -2.665958 -0.1237 0.0558 -0.2907
H -4.363536 -1.780523 -4.005024 0.5659 0.0029 -0.3743
H -1.883438 -0.942361 -3.371863 -0.3203 -0.3106 -0.4551
H -2.735824 0.066725 -2.186497 0.5621 -0.0575 -0.1000
H -1.769985 2.093909 -3.191755 -0.5997 0.2855 -0.1163
H -1.109655 1.293783 -4.572668 -0.1845 -0.5133 -0.1187
H 0.633138 1.485135 -3.208635 -0.3317 -0.1129 0.1674
H 0.476583 0.717630 -0.801217 -1.1628 0.4287 -0.6878
H -1.281252 0.972501 -1.084216 0.3201 0.1891 0.3654
H -0.331449 3.081177 -0.148524 -0.5052 0.0923 0.2115
H -0.658472 3.276129 -1.894280 -0.2416 0.2556 0.0288
H 2.457676 4.557705 -0.963578 -2.5601 2.5609 -5.5790
H 0.848094 4.978711 -0.751373 -0.5345 0.6786 -0.4491
H 1.454830 4.867136 -2.499695 -0.2536 -0.1107 0.0096
C -2.555581 -2.007646 -0.703280 2.7990 0.0229 -0.3853
O -3.127778 -0.774401 -0.321573 5.3607 -1.4981 -2.7210
C -2.809960 -0.471405 1.010956 11.6891 -2.9727 2.9485
C -1.314024 -0.624727 1.571360 0.7079 4.4048 -2.6028
N -0.304990 0.234163 0.914699 0.5726 -2.2164 1.3361
C 1.101936 -0.198031 1.235570 -1.5084 3.5267 0.2340
C 1.964262 1.069396 0.802008 1.5846 -0.9550 -0.3583
O 1.686335 2.343863 1.394848 -1.2348 -1.6743 1.2093
C 2.570406 3.424509 1.220761 -4.9104 -0.8245 1.9563
H -1.476128 -1.856744 -0.692876 0.4851 0.1093 -0.2052
H -2.730056 -2.258626 -1.749547 -0.8626 -0.0217 0.3305
H -2.592364 -2.836071 0.004147 -1.0357 0.0407 -0.1453
H -3.575859 -1.101704 1.462876 3.2091 0.0015 3.3163
H -3.218909 0.505137 1.270243 12.3720 -2.2103 2.3543
H -0.921696 -1.617766 1.790543 0.7457 2.4864 -2.7666
H -1.329045 -0.241383 2.591605 -0.8265 0.0779 0.5502
H -0.384438 1.230104 1.062649 -0.1376 0.0264 0.4224
H 1.375812 -1.145215 0.770882 0.1809 1.3429 -0.5514
H 1.297319 -0.371013 2.293875 -0.3002 -0.0701 0.0041
H 1.913845 1.213883 -0.277189 0.2324 -0.1844 0.8340
H 3.010848 0.863847 1.026765 -0.4547 -0.6944 -0.3161
H 2.383583 3.910644 0.263236 -4.5028 -6.0942 6.0162
H 3.640305 3.345936 1.413745 -7.9566 -0.6852 -0.4934
H 2.313257 4.145395 1.996829 -1.1212 -0.4714 -0.0968
```
Forces are in eV/Å.


Entry 4:
A cluster of 2 separate species, C6H11NO2 in total in a non-equilibrium geometry. Source: the OMol25 dataset; level of theory: ωB97M-V/def2-TZVPD.

XYZ file:
```
20
Properties=species:S:1:pos:R:3:forces:R:3
C -2.615678 0.027600 0.179556 -0.4982 1.5655 -2.8470
C 0.261202 -1.684130 -1.086536 -1.1202 0.0072 0.9429
C -0.055690 -1.869790 0.426243 -0.9643 -1.6643 0.8774
C -0.315394 -0.565942 -0.207806 0.3160 0.6105 -1.8715
C 1.100418 1.430083 -0.991464 -3.8374 -0.4311 -1.5163
C 0.344148 1.201435 1.222084 -2.0871 1.5768 3.3821
N 0.763959 0.494144 0.067410 1.9992 -1.6870 0.8541
O -2.961723 0.602884 -0.804094 0.6287 -0.7182 1.1181
O -2.678130 -0.433485 1.235616 -0.0105 -0.7988 1.6771
H 1.276792 -1.756150 -1.431700 0.7035 0.3070 0.4079
H -0.363744 -2.128985 -1.854095 -0.3193 0.0332 0.3017
H -1.086976 -2.446261 0.714359 2.8867 1.3303 -0.5294
H 0.819123 -2.054066 1.150794 -1.3083 0.1892 -1.1798
H 0.000281 1.660935 -1.226209 1.7576 0.5109 -0.7763
H 1.670828 2.291440 -0.766869 0.4196 0.7436 1.0880
H 1.588079 0.928433 -1.793021 0.0530 -0.5750 -0.7274
H -0.280421 2.135107 1.169465 0.1488 -1.1196 -1.3952
H -0.242626 0.553539 1.890505 0.3527 -0.0068 -0.3775
H 1.121631 1.620305 1.808388 1.5153 -0.0920 0.3889
H 1.653918 -0.007093 0.297373 -0.6358 0.2186 0.1825
```
Forces are in eV/Å.


Number 1: E_tot -13906.33082 eV. Number 2: E_tot -88101.00138 eV. Number 3: E_tot -76251.97137 eV. Number 4: E_tot -11981.41791 eV.